Entry from the Open Molecules 2025 dataset: 6 unconnected molecules or ions with the total composition C22H61N5O6 in a non-equilibrium geometry (ωB97M-V with the def2-TZVPD basis set).

Summary:
LUMO energy (spin up / spin down): 2.20 / 2.18 eV
Multiplicity: 2
Total charge: -1
Orbital gap (spin up / spin down): 1.335 / 8.662 eV
Energy relative to the best compared isomer or geometry (same formula, charge and spin): 28.1 kcal per mole
Energy: -1599.7790 hartree
HOMO (spin up / spin down): 0.9 / -6.5 eV

Cartesian coordinates (Å):
1 C 1.609 -3.485 -1.859
2 C 0.750 -4.653 -2.349
3 C 0.193 -4.540 -3.761
4 O -0.652 -3.424 -3.848
5 C -1.083 -3.284 -5.164
6 N 1.581 -5.818 -2.230
7 H 2.499 -3.481 -2.489
8 H 1.923 -3.584 -0.819
9 H 1.121 -2.518 -1.970
10 H -0.066 -4.845 -1.654
11 H -0.277 -5.477 -4.060
12 H 1.059 -4.326 -4.388
13 H -0.274 -3.255 -5.894
14 H -1.566 -2.310 -5.239
15 H -1.734 -4.060 -5.567
16 H 1.538 -6.047 -1.247
17 H 1.067 -6.577 -2.655
18 C -2.867 -1.566 1.196
19 C -1.784 -2.626 1.465
20 C -2.073 -4.021 0.966
21 O -3.130 -4.577 1.666
22 C -3.637 -5.839 1.187
23 N -0.434 -2.244 1.024
24 H -2.668 -0.552 1.541
25 H -3.813 -1.711 1.717
26 H -3.114 -1.455 0.140
27 H -1.694 -2.686 2.550
28 H -1.258 -4.744 1.012
29 H -2.170 -3.917 -0.114
30 H -2.822 -6.508 0.912
31 H -4.345 -5.706 0.369
32 H -4.246 -6.314 1.956
33 H -0.077 -2.918 0.362
34 H 0.119 -2.398 1.855
35 C 2.040 -0.810 2.606
36 C 3.365 -0.155 2.514
37 C 4.493 -0.792 3.266
38 O 4.368 -2.169 3.074
39 C 5.424 -2.858 3.747
40 N 3.676 -0.182 1.090
41 H 2.006 -1.853 2.292
42 H 1.239 -0.219 2.162
43 H 1.678 -0.872 3.632
44 H 3.364 0.914 2.730
45 H 4.581 -0.630 4.340
46 H 5.468 -0.441 2.926
47 H 6.343 -2.494 3.287
48 H 5.257 -3.934 3.700
49 H 5.578 -2.546 4.780
50 H 3.663 -1.174 0.896
51 H 4.624 0.095 0.879
52 C 1.356 4.660 -1.720
53 C 0.084 5.410 -1.527
54 C -0.039 6.423 -2.744
55 O -1.280 7.128 -2.484
56 C -1.687 8.046 -3.379
57 N -0.919 4.324 -1.497
58 H 1.469 3.884 -0.963
59 H 2.288 5.223 -1.677
60 H 1.568 4.037 -2.589
61 H 0.070 5.892 -0.550
62 H 0.082 6.038 -3.757
63 H 0.798 7.120 -2.722
64 H -2.687 8.406 -3.135
65 H -1.827 7.490 -4.306
66 H -0.991 8.874 -3.510
67 H -1.034 3.887 -2.400
68 H -1.869 4.633 -1.346
69 C -1.108 1.259 2.837
70 C -1.498 2.266 1.802
71 C -2.292 3.331 2.561
72 O -3.413 2.802 3.224
73 C -4.325 3.699 3.895
74 N -0.275 2.700 1.202
75 H -0.762 0.305 2.440
76 H -2.021 0.993 3.370
77 H -0.302 1.577 3.499
78 H -2.199 1.815 1.100
79 H -2.443 4.160 1.869
80 H -1.689 3.922 3.250
81 H -5.286 3.787 3.388
82 H -4.024 4.738 4.024
83 H -4.579 3.261 4.861
84 H 0.237 1.994 0.692
85 H -0.426 3.390 0.480
86 C 1.190 0.629 -2.768
87 C 0.702 0.468 -1.350
88 O -0.761 0.323 -1.378
89 H 0.606 1.415 -3.247
90 H 1.173 -0.354 -3.238
91 H 2.167 1.052 -2.530
92 H 1.047 1.295 -0.731
93 H 1.060 -0.330 -0.699
94 H -1.003 -0.389 -0.782